w:
7
Properties=species:S:1:pos:R:3 method="wB97M-V/def2-TZVPD" orbital_gap_ha=0.33763 homo_ev=-9.55 total_charge=0
O 2.0448 2.0431 -1.1490
C 1.4531 1.0592 -1.3306
I 0.3896 0.4737 -3.1665
C 1.3174 -0.2343 0.0306
Br 1.2659 0.6549 1.7000
H 2.2534 -0.5945 -0.2008
H 0.4327 -0.8797 0.0556

x:
7
Properties=species:S:1:pos:R:3 method="wB97M-V/def2-TZVPD" orbital_gap_ha=0.28471 homo_ev=-9.53 total_charge=0
C 1.3120 0.7975 0.4640
C 0.3884 1.6605 0.5878
O -0.5181 2.4076 0.7242
H 1.8253 0.5192 -0.4018
H 1.5182 0.5883 1.4596
Br 2.4610 -2.1736 3.2196
I 3.1087 -3.7590 1.4410

y:
7
Properties=species:S:1:pos:R:3 method="wB97M-V/def2-TZVPD" orbital_gap_ha=0.34360 homo_ev=-9.41 total_charge=0
C 2.0030 -0.4347 -1.0024
C 1.0389 0.3884 0.4839
O 2.5385 0.0537 -1.9224
Br 0.5045 2.0716 -0.2204
I 1.7317 -2.5034 -0.7976
H 1.9518 0.5731 1.1913
H 0.1057 -0.1993 0.7395

Q: Which of them is the most stable? A: x.